C27H19F3LiN2O6P as an isolated structure, computed with ωB97M-V with the def2-TZVPD basis set.

Output
total charge = -2
LUMO energy = 4.45 eV
strongest force on any atom = 0.007 hartree/bohr
electronic energy = -61225.723 eV
frontier orbital gap = 0.26171 Ha
relative energy (zero: lowest compared OMol25 entry of this formula, charge and spin) = 0.0 kJ/mol

```
59
Properties=species:S:1:pos:R:3:forces:R:3:nbo_charge:R:1
Li -0.1186 1.5773 1.5011 -0.11 -0.16 0.14 0.865
O 0.5653 4.1754 4.1788 0.05 0.13 0.11 -0.737
C 0.3216 3.2164 3.4368 0.00 -0.12 -0.08 0.743
O -0.3969 3.1989 2.3987 -0.09 -0.03 0.01 -0.827
C 0.9774 1.8705 3.8132 -0.06 -0.02 0.06 0.099
C 2.1050 1.8632 4.6182 -0.05 0.01 0.07 -0.236
C 2.6717 0.6451 4.9543 0.02 0.06 0.01 -0.187
C 2.0648 -0.5162 4.5195 -0.06 -0.07 0.01 -0.239
C 0.9429 -0.4295 3.7007 -0.12 -0.14 -0.07 0.114
N 0.4312 0.7440 3.3291 0.18 0.30 0.01 -0.476
C 0.2728 -1.7370 3.2098 0.27 0.16 0.21 0.741
O 0.4160 -2.7065 3.9775 0.00 -0.20 0.12 -0.762
O -0.3018 -1.6880 2.1056 -0.17 -0.02 -0.26 -0.779
H 2.4957 2.8123 4.9554 0.02 0.00 0.00 0.227
H 3.5735 0.6047 5.5562 0.00 0.00 0.01 0.188
H 2.4222 -1.5016 4.7836 0.00 0.01 0.01 0.227
N -0.8717 2.4407 -0.6713 0.13 0.02 -0.04 -0.863
C -1.7277 1.9184 -1.6248 -0.09 0.07 -0.01 0.285
C -2.4744 2.7553 -2.4601 0.01 -0.04 -0.04 -0.285
C -3.3421 2.2284 -3.4007 -0.05 0.06 -0.04 -0.210
C -3.4803 0.8538 -3.5369 0.05 -0.01 0.03 -0.281
C -2.7614 0.0200 -2.6898 -0.07 0.00 -0.03 -0.184
C -1.9074 0.5219 -1.7130 -0.13 0.01 -0.16 -0.426
P -1.1169 -0.4696 -0.3965 0.27 0.10 0.07 0.896
C 0.5289 -0.7845 -1.1612 -0.19 -0.07 0.06 -0.241
C 0.8058 -0.5269 -2.4989 0.01 0.08 -0.12 -0.244
C 2.0791 -0.7428 -3.0086 0.05 -0.02 -0.01 -0.233
C 3.0843 -1.2305 -2.1856 -0.02 0.02 0.01 -0.222
C 2.8102 -1.4995 -0.8510 0.01 0.06 -0.03 -0.202
C 1.5415 -1.2751 -0.3394 0.12 0.01 -0.01 -0.217
C -1.9412 -2.0897 -0.6240 -0.03 0.11 0.06 -0.314
C -1.2848 -3.2427 -1.0321 0.05 -0.05 -0.04 -0.191
C -1.9640 -4.4516 -1.1093 0.00 -0.02 -0.01 -0.215
C -3.3098 -4.5234 -0.7854 -0.01 -0.02 -0.01 -0.232
C -3.9741 -3.3758 -0.3693 0.02 0.00 0.00 -0.243
C -3.2899 -2.1750 -0.2808 -0.05 -0.06 0.04 -0.134
H 0.0844 2.0847 -0.6373 0.01 -0.05 0.03 0.434
H -0.8561 3.4460 -0.5855 -0.08 -0.01 0.01 0.388
H -2.3491 3.8283 -2.3709 0.00 0.02 0.00 0.197
H -3.9067 2.8992 -4.0397 0.01 -0.01 0.01 0.193
H -4.1440 0.4338 -4.2825 -0.01 0.01 0.00 0.195
H -2.8920 -1.0530 -2.7661 0.01 0.00 -0.02 0.215
H 0.0345 -0.1286 -3.1496 0.02 -0.03 0.04 0.213
H 2.2870 -0.5098 -4.0466 0.01 0.00 0.00 0.195
H 4.0859 -1.3692 -2.5738 0.02 -0.01 -0.01 0.197
H 3.5947 -1.8347 -0.1861 0.03 -0.03 0.00 0.214
H 1.3236 -1.4553 0.7036 -0.05 -0.01 0.09 0.272
H -0.2301 -3.2032 -1.2759 -0.04 0.01 0.01 0.225
H -1.4291 -5.3428 -1.4158 -0.01 -0.01 0.00 0.198
H -3.8349 -5.4701 -0.8405 0.00 0.01 0.00 0.194
H -5.0205 -3.4207 -0.0914 -0.01 -0.01 -0.01 0.197
H -3.8068 -1.2903 0.0736 0.01 0.03 0.00 0.206
F 2.2263 2.6956 -1.8203 -0.04 -0.06 0.02 -0.343
C 3.1968 2.5703 -0.8893 0.08 0.05 -0.14 0.868
F 3.5450 3.8347 -0.5468 0.03 -0.04 0.04 -0.343
F 4.2626 2.0432 -1.5279 -0.06 0.01 0.07 -0.339
C 2.7665 1.7510 0.3741 -0.03 -0.08 0.29 0.704
O 3.6866 1.2825 1.0312 0.05 0.04 -0.16 -0.669
O 1.5282 1.7282 0.5637 0.07 0.01 -0.34 -0.816
```
Positions in Å, forces in eV/Å.



C27H19F5N7O4STi as an isolated structure, computed with ωB97M-V with the def2-TZVPD basis set.

Output
total charge = +1
LUMO energy = -4.28 eV
strongest force on any atom = 0.011 hartree/bohr
electronic energy = -94462.276 eV
frontier orbital gap = 0.23056 Ha
relative energy (zero: lowest compared OMol25 entry of this formula, charge and spin) = 117.2 kJ/mol

```
64
Properties=species:S:1:pos:R:3:forces:R:3:nbo_charge:R:1
Ti -0.2535 -0.3905 0.5576 -0.38 0.37 -0.16 1.469
O 1.3214 4.5304 2.4647 0.01 0.06 -0.01 -0.662
C 0.3715 4.7814 1.5528 -0.04 -0.03 0.08 0.374
C 0.1647 6.1161 1.2028 -0.02 0.04 -0.05 -0.275
C -0.8048 6.4516 0.2841 0.02 -0.03 0.00 -0.139
C -1.6017 5.4695 -0.3127 -0.01 0.02 0.00 -0.259
C -1.4049 4.1525 0.0242 0.01 0.01 -0.01 -0.151
C -0.4179 3.7822 0.9515 0.15 0.00 -0.02 -0.208
C -0.2296 2.3708 1.2494 -0.10 -0.17 -0.01 0.620
O -0.9620 1.4940 0.6222 0.13 -0.13 -0.08 -0.727
N 0.6544 1.9886 2.1618 -0.04 0.06 -0.02 -0.459
N 0.4979 0.6457 2.3040 0.07 -0.11 -0.13 -0.266
C 0.7979 0.0059 3.3591 0.06 -0.11 0.01 0.112
C 0.1376 -1.3046 3.4499 -0.02 0.05 -0.06 0.155
C 0.2712 -2.1513 4.5251 -0.09 -0.06 0.07 -0.220
C -0.5884 -3.2459 4.6139 0.00 -0.01 0.02 -0.118
C -1.5445 -3.4360 3.6374 0.01 -0.01 0.02 -0.236
C -1.5826 -2.5665 2.5523 0.07 0.04 0.02 0.116
N -0.7493 -1.5341 2.4512 0.18 -0.17 -0.21 -0.500
H 1.3230 3.5751 2.6711 0.03 -0.05 -0.03 0.509
H 0.7795 6.8678 1.6783 0.00 0.00 0.00 0.236
H -0.9534 7.4927 0.0290 0.00 0.00 0.00 0.225
H -2.3695 5.7443 -1.0220 0.00 0.01 0.00 0.226
H -2.0165 3.3721 -0.4084 0.00 0.00 0.00 0.229
H 1.3622 0.4278 4.1851 -0.12 0.11 0.03 0.224
H 1.0040 -1.9450 5.2930 -0.01 0.01 0.01 0.241
H -0.5217 -3.9231 5.4549 0.01 0.00 0.00 0.241
H -2.2548 -4.2479 3.6911 0.00 -0.01 0.01 0.249
H -2.2887 -2.6958 1.7437 -0.01 0.01 -0.02 0.260
N 3.9031 -1.6761 0.0454 0.06 0.02 0.02 -0.482
C 3.6468 -2.7190 0.9076 -0.02 -0.01 -0.09 -0.053
C 2.3586 -2.5617 1.3144 0.08 0.09 0.03 -0.057
N 1.8380 -1.4306 0.7391 -0.07 -0.02 0.30 -0.481
C 2.7872 -0.9267 -0.0191 -0.12 0.00 -0.07 0.319
C 2.4315 0.2253 -0.8215 -0.01 -0.07 0.07 0.351
N 1.1811 0.6347 -0.7441 -0.26 -0.12 -0.01 -0.513
C 1.0571 1.7144 -1.5866 0.05 -0.05 -0.04 -0.046
C 2.2570 1.9450 -2.1785 0.02 -0.05 0.02 -0.053
N 3.1205 0.9885 -1.6798 0.05 0.03 -0.01 -0.473
H 4.7602 -1.5358 -0.4625 -0.01 0.00 0.01 0.435
H 4.3862 -3.4659 1.1316 0.00 -0.02 0.00 0.244
H 1.7747 -3.1973 1.9564 0.00 0.00 0.02 0.238
H 0.1252 2.2392 -1.6971 -0.01 0.01 0.00 0.253
H 2.5778 2.6824 -2.8912 -0.01 0.01 -0.01 0.247
H 4.0914 0.8950 -1.9272 -0.01 0.01 0.00 0.437
F -1.4009 -2.9695 -6.1400 0.00 0.00 0.01 -0.273
C -1.2029 -2.9219 -4.8285 0.03 0.01 -0.10 0.275
C -0.0275 -2.3950 -4.3225 0.08 0.04 0.00 0.299
F 0.9120 -1.9363 -5.1515 -0.02 -0.01 0.01 -0.292
C 0.1681 -2.3567 -2.9562 0.03 -0.02 0.05 0.311
F 1.3346 -1.8537 -2.5117 -0.03 0.02 -0.01 -0.317
C -0.7799 -2.8177 -2.0506 -0.07 0.10 -0.02 -0.275
S -0.5329 -2.7851 -0.3172 0.22 -0.03 -0.03 -0.176
C -1.9501 -3.3407 -2.5929 -0.01 0.02 0.05 0.339
F -2.9122 -3.7943 -1.7937 -0.01 0.00 0.00 -0.283
C -2.1647 -3.4002 -3.9585 -0.10 -0.05 -0.02 0.270
F -3.2962 -3.9045 -4.4393 -0.01 0.00 -0.01 -0.275
C -2.6663 0.0728 -2.4489 0.00 0.02 -0.02 -0.261
O -1.7360 -0.1918 -1.3766 0.04 0.06 0.03 -0.564
C -2.2025 -0.6215 -0.1723 0.26 0.18 0.37 0.546
O -3.3342 -0.8332 0.1241 -0.01 -0.09 -0.03 -0.574
H -2.7317 1.1496 -2.5919 -0.01 -0.01 0.00 0.196
H -3.6391 -0.3326 -2.1820 -0.01 -0.01 -0.01 0.224
H -2.2753 -0.4066 -3.3440 -0.01 0.01 0.02 0.197
```
Positions in Å, forces in eV/Å.



C27H19F5N7O4STi as an isolated structure, computed with ωB97M-V with the def2-TZVPD basis set.

Output
total charge = +1
LUMO energy = -3.58 eV
strongest force on any atom = 0.011 hartree/bohr
electronic energy = -94463.056 eV
frontier orbital gap = 0.25412 Ha
relative energy (zero: lowest compared OMol25 entry of this formula, charge and spin) = 42.0 kJ/mol

```
64
Properties=species:S:1:pos:R:3:forces:R:3:nbo_charge:R:1
Ti 0.2290 -0.2091 0.0323 -0.21 -0.08 0.52 1.575
O -3.5809 3.2249 2.1898 0.02 0.00 0.01 -0.662
C -2.6447 3.0599 3.1326 -0.04 0.04 0.03 0.376
C -2.7999 3.7889 4.3157 0.01 -0.02 -0.04 -0.275
C -1.8768 3.6766 5.3295 0.01 0.01 0.03 -0.142
C -0.7680 2.8341 5.2051 -0.03 0.00 -0.03 -0.264
C -0.6109 2.1096 4.0486 0.02 -0.01 0.01 -0.147
C -1.5367 2.2025 2.9971 0.05 -0.01 -0.02 -0.207
C -1.3071 1.4087 1.7949 0.00 -0.06 0.03 0.631
O -0.2959 0.6015 1.7554 0.10 0.06 -0.04 -0.722
N -2.1532 1.5127 0.7759 0.07 -0.16 -0.04 -0.449
N -1.7564 0.6710 -0.2076 -0.05 0.04 0.18 -0.226
C -2.4363 0.5121 -1.2738 0.17 -0.14 -0.12 0.048
C -1.8773 -0.4934 -2.1821 0.15 0.10 0.07 0.179
C -2.5084 -0.9036 -3.3451 0.08 -0.10 0.08 -0.220
C -1.9486 -1.9399 -4.0780 0.09 -0.01 0.06 -0.120
C -0.7745 -2.5320 -3.6314 -0.09 0.01 -0.05 -0.246
C -0.1776 -2.0414 -2.4833 -0.03 0.05 -0.06 0.083
N -0.6998 -1.0360 -1.7774 -0.08 0.00 -0.10 -0.515
H -3.3393 2.6796 1.4117 -0.01 0.00 -0.01 0.509
H -3.6585 4.4401 4.4006 -0.01 0.01 0.00 0.235
H -2.0139 4.2536 6.2349 0.00 0.00 0.00 0.223
H -0.0456 2.7579 6.0051 0.01 0.00 0.01 0.221
H 0.2372 1.4506 3.9195 0.00 0.01 0.00 0.223
H -3.3596 1.0406 -1.4855 0.00 0.00 0.03 0.221
H -3.4308 -0.4296 -3.6497 -0.01 0.00 -0.01 0.244
H -2.4249 -2.2847 -4.9859 0.00 -0.01 0.00 0.244
H -0.3116 -3.3454 -4.1718 0.00 0.00 -0.01 0.247
H 0.7535 -2.4549 -2.1123 0.00 0.00 -0.01 0.223
N -0.2886 -3.3208 2.8896 -0.03 -0.01 -0.03 -0.483
C -1.6413 -3.0555 2.8820 0.02 0.00 0.01 -0.053
C -1.8554 -2.2292 1.8235 0.02 -0.01 -0.01 -0.056
N -0.6654 -1.9961 1.1824 -0.04 0.05 -0.09 -0.479
C 0.2546 -2.6611 1.8491 0.09 0.00 -0.16 0.326
C 1.6303 -2.5490 1.3904 -0.10 -0.02 0.01 0.327
N 1.8919 -1.7449 0.3705 -0.33 0.30 0.10 -0.508
C 3.2491 -1.8109 0.1604 0.06 -0.10 0.02 -0.046
C 3.7982 -2.6729 1.0563 -0.10 0.00 0.00 -0.062
N 2.7529 -3.1318 1.8380 0.09 0.08 -0.14 -0.479
H 0.1863 -3.8961 3.5639 0.01 -0.01 0.01 0.434
H -2.3077 -3.4704 3.6159 0.00 0.00 0.01 0.245
H -2.7779 -1.7848 1.4925 0.00 0.01 0.00 0.238
H 3.7260 -1.2340 -0.6146 -0.01 -0.02 0.06 0.260
H 4.8118 -2.9960 1.2080 0.00 -0.01 0.02 0.245
H 2.8351 -3.7830 2.5998 0.02 -0.02 0.01 0.434
F 0.1011 -0.6068 -6.4931 -0.07 -0.05 -0.07 -0.276
C 0.7677 -0.2010 -5.4225 0.04 0.06 0.09 0.291
C 0.4210 0.9867 -4.7988 0.11 -0.11 0.02 0.302
F -0.5656 1.7272 -5.2874 -0.08 0.06 -0.06 -0.282
C 1.1216 1.3939 -3.6765 0.00 0.19 -0.05 0.352
F 0.8324 2.5741 -3.1492 -0.08 0.01 -0.09 -0.273
C 2.1306 0.6142 -3.1269 -0.07 -0.01 0.12 -0.338
S 3.0293 1.1302 -1.7104 0.13 -0.05 0.08 0.273
C 2.4370 -0.5831 -3.7573 -0.04 -0.02 -0.06 0.347
F 3.3507 -1.4061 -3.2377 0.06 -0.03 -0.01 -0.295
C 1.7868 -0.9843 -4.9075 -0.02 0.02 -0.01 0.258
F 2.0788 -2.1515 -5.4771 -0.01 -0.06 -0.03 -0.282
C 2.3196 2.6028 1.3295 -0.04 0.00 -0.06 -0.255
O 2.4653 1.2837 0.7808 -0.06 0.05 0.23 -0.546
C 1.7689 1.0443 -0.3936 -0.04 0.13 -0.30 0.189
O 0.5931 1.5869 -0.5776 0.27 -0.13 -0.15 -0.677
H 2.7860 2.5711 2.3095 0.01 0.02 0.00 0.201
H 1.2665 2.8654 1.4254 0.02 0.01 0.01 0.194
H 2.8266 3.3336 0.6976 -0.01 0.00 -0.01 0.191
```
Positions in Å, forces in eV/Å.



C27H20BCl3F4GeN9O5Pd as an isolated structure in a non-equilibrium geometry, computed with ωB97M-V with the def2-TZVPD basis set.

Output
spin multiplicity = 2
total charge = 0
LUMO energy (spin up / spin down) = -2.44 / -2.79 eV
strongest force on any atom = 0.035 hartree/bohr
electronic energy = -161086.947 eV
frontier orbital gap (spin up / spin down) = 0.25085 / 0.23738 Ha
relative energy (zero: lowest compared OMol25 entry of this formula, charge and spin) = 210.0 kJ/mol

```
71
Properties=species:S:1:pos:R:3:forces:R:3:lowdin_spin:R:1
Pd 0.0226 -0.0351 0.0560 -1.71 0.01 -0.49 0.663
C -3.0488 4.6253 1.0702 0.00 0.05 0.02 0.001
N -2.7731 3.3506 0.4250 0.11 -0.15 0.02 0.005
C -2.2934 2.2149 0.9358 -0.05 0.02 0.05 0.008
N -2.0877 1.3371 -0.0328 0.15 0.17 0.09 0.072
C -2.4489 2.0193 -1.1519 -0.04 0.01 -0.08 0.005
N -2.8742 3.2364 -0.9181 -0.05 0.00 -0.10 0.004
C -3.7807 4.5120 2.3870 -0.02 0.02 0.00 0.000
C -3.7531 5.5978 3.2572 0.02 -0.01 0.00 0.000
C -4.4535 5.5619 4.4527 -0.01 -0.01 0.00 0.000
C -5.1603 4.4276 4.8188 0.03 -0.03 -0.01 0.000
C -5.1661 3.3304 3.9660 0.00 0.06 0.00 0.000
C -4.5005 3.3844 2.7439 -0.05 0.04 0.00 0.000
C -5.8077 2.0842 4.3701 -0.03 -0.10 0.03 0.000
N -6.5712 1.8316 5.3754 0.02 0.11 -0.05 0.000
N -6.8228 0.4683 5.3471 0.01 -0.12 -0.02 0.000
C -6.1889 -0.0002 4.3296 0.00 0.11 0.01 0.000
O -5.5263 0.9684 3.6483 -0.02 0.00 0.06 0.000
C -6.0376 -1.3786 3.8763 0.00 -0.05 0.00 0.000
C -6.5420 -2.4279 4.6425 0.00 0.01 -0.02 0.000
C -6.3257 -3.7318 4.2362 -0.01 0.00 0.00 0.000
C -5.5980 -3.9974 3.0820 -0.02 -0.01 -0.05 0.000
C -5.1064 -2.9551 2.3113 0.04 0.01 0.03 0.000
C -4.2912 -3.2166 1.0694 -0.06 -0.04 -0.08 0.000
N -2.9568 -2.6441 1.1709 0.02 0.18 0.06 0.001
C -2.4834 -1.5580 0.5797 -0.03 -0.06 -0.03 0.004
N -1.2596 -1.3242 1.0356 0.15 -0.45 -0.14 0.041
C -1.0291 -2.3436 1.9138 0.00 0.14 0.18 0.001
N -2.0484 -3.1464 2.0375 -0.01 -0.08 0.06 0.002
C -5.3360 -1.6455 2.7084 0.02 -0.03 0.02 0.000
H -3.6339 5.1898 0.3449 0.00 0.00 0.01 0.000
H -2.1034 5.1538 1.2167 -0.02 0.00 0.02 0.000
H -2.1053 2.0590 1.9852 0.02 0.00 0.00 0.000
H -2.3777 1.6015 -2.1424 0.01 0.01 0.00 0.000
H -3.1677 6.4732 3.0053 0.00 0.01 0.00 0.000
H -4.4242 6.4156 5.1159 0.00 0.00 0.00 0.000
H -5.6794 4.3717 5.7656 -0.01 -0.01 0.00 0.000
H -4.5519 2.5318 2.0825 -0.01 -0.01 0.00 0.000
H -7.0821 -2.2080 5.5530 -0.01 0.01 0.00 0.000
H -6.7074 -4.5506 4.8305 0.00 0.00 0.00 0.000
H -5.4083 -5.0216 2.7859 0.01 0.00 0.00 0.000
H -4.7504 -2.7612 0.1910 -0.02 -0.03 0.01 0.000
H -4.1833 -4.2833 0.8822 0.01 0.00 0.03 0.000
H -3.0050 -0.9819 -0.1626 0.03 0.02 -0.01 0.000
H -0.1107 -2.4640 2.4597 0.02 0.00 -0.02 0.000
H -4.9459 -0.8240 2.1192 0.01 0.01 0.01 0.000
O 0.4552 1.4064 1.4790 0.19 -0.07 0.26 -0.006
C 0.7430 2.2177 0.5423 0.15 0.16 0.05 0.003
O 0.5989 1.8334 -0.6543 0.64 -0.21 0.10 0.000
C 1.1885 3.5970 0.8282 -0.11 -0.02 0.04 0.001
C 2.0292 4.2453 -0.0697 0.03 -0.02 -0.02 0.000
C 2.4306 5.5480 0.1800 0.01 0.04 0.02 0.000
C 1.9662 6.2180 1.3020 -0.04 -0.08 0.04 0.000
C 1.1045 5.5541 2.1596 0.03 -0.03 -0.08 0.000
C 0.7194 4.2421 1.9635 0.03 0.05 -0.09 0.000
N 0.5456 6.2815 3.3077 -0.02 0.00 0.09 0.000
O -0.4856 5.8472 3.7899 0.02 0.01 0.00 0.000
O 1.1311 7.2692 3.6926 -0.02 0.03 -0.02 0.000
H 2.3742 3.7123 -0.9459 0.00 -0.01 0.00 0.000
H 3.1027 6.0485 -0.5027 0.00 0.00 -0.01 0.000
H 2.2510 7.2378 1.5151 0.00 0.01 0.01 0.000
H 0.0696 3.7428 2.6676 -0.01 0.01 0.01 0.000
Cl 1.5184 -2.1223 0.2837 0.19 0.10 -0.04 0.168
Ge 3.0820 -2.2899 -1.5440 -0.19 -0.26 -0.23 0.001
Cl 4.1133 -4.0213 -0.6337 0.01 -0.08 0.02 0.010
Cl -0.6162 -0.9410 -1.9261 0.05 -0.05 0.09 0.019
F 3.0591 0.2811 0.9288 0.08 0.30 0.11 -0.001
B 3.6508 0.3185 -0.3057 0.20 0.23 -0.09 -0.001
F 2.7140 0.3966 -1.3332 -0.05 0.11 -0.10 -0.001
F 4.6505 1.2398 -0.4248 -0.06 -0.10 0.03 0.000
F 4.2549 -1.0595 -0.5349 0.33 0.08 0.20 0.000
```
Positions in Å, forces in eV/Å.